The following is a quantum chemistry calculation of a molecular structure, C12H20B2Cl10F14NO4S2Sn in a non-equilibrium geometry, from the Open Molecules 2025 dataset.

Values from the calculation:
relative energy (zero: lowest compared OMol25 entry of this formula, charge and spin)	0.00	kJ/mol
total charge	-1
lowest unoccupied orbital energy	-0.369	eV
largest force on an atom	0.092	hartree/bohr
frontier orbital gap	7.57	eV

Cartesian coordinates (Å):
Sn1 6.51151 -16.31466 3.57710
B1 7.48613 -12.91582 4.36302
F1 8.62840 -13.10924 3.62278
F2 6.41943 -12.80289 3.44466
F3 7.28534 -13.86682 5.31901
F4 7.70828 -11.67025 4.91987
B2 7.47594 -14.45437 0.70167
F5 7.76470 -13.13356 0.85378
F6 8.30186 -15.21718 1.54456
F7 6.19006 -14.67065 1.14655
F8 7.72273 -14.85812 -0.59274
C1 5.11874 -20.57449 1.68622
F9 5.42631 -21.05185 0.47637
F10 4.27862 -21.42070 2.37647
F11 6.29665 -20.43450 2.33860
S1 4.37156 -18.77576 1.64620
O1 5.41114 -17.91447 1.11961
O2 3.15333 -18.76692 0.87375
N1 4.23957 -18.25784 3.35288
S2 2.71273 -18.49414 3.54406
O3 1.91172 -17.42793 2.96304
O4 2.24325 -19.86287 3.26406
C2 2.63978 -18.19792 5.46464
F12 1.57366 -18.88516 5.97294
F13 3.65053 -18.71954 6.06595
F14 2.60692 -16.88124 5.67987
Cl1 12.07891 -16.50039 3.35833
C3 12.22897 -15.67413 4.88748
C4 10.97087 -14.85695 5.13493
Cl2 9.54031 -15.83786 5.17724
H1 13.17726 -15.13893 4.83830
H2 12.40470 -16.38137 5.69806
H3 10.77021 -14.02159 4.46409
H4 11.07763 -14.34053 6.08888
Cl3 8.17782 -19.77473 -0.14650
C5 8.68153 -18.07032 -0.47255
C6 9.81599 -17.54784 0.35703
Cl4 9.69855 -18.09288 2.03658
H5 7.86566 -17.39147 -0.22436
H6 8.83140 -18.00213 -1.55004
H7 9.98503 -16.47105 0.36380
H8 10.72917 -17.95447 -0.07751
Cl5 0.10370 -13.55122 2.97907
C7 0.80738 -14.63706 1.72305
C8 2.33055 -14.45184 1.67677
Cl6 3.21958 -15.00327 3.06526
H9 0.40452 -14.30983 0.76455
H10 0.50113 -15.65077 1.98132
H11 2.63391 -13.40920 1.58199
H12 2.74194 -14.82266 0.73797
Cl7 6.10745 -17.24331 7.22514
C9 4.88144 -16.51794 8.25820
C10 4.80811 -15.02414 8.16369
Cl8 4.38564 -14.58073 6.50919
H13 5.17451 -16.88422 9.24210
H14 3.94559 -17.04516 8.07297
H15 5.78157 -14.57195 8.35343
H16 4.25201 -14.46035 8.91268
Cl9 5.12686 -23.17951 6.04579
C11 5.47021 -21.46175 5.60414
C12 6.94858 -21.32366 5.24257
Cl10 7.40652 -19.66050 5.02770
H17 5.26041 -20.89500 6.51126
H18 4.78588 -21.08946 4.84178
H19 7.01570 -21.91616 4.33015
H20 7.70936 -21.75746 5.89153

Forces on atoms 1 to 3 (eV/Å):
-0.108 1.279 -1.530
0.384 2.954 -1.960
1.311 -1.622 -0.524

These are the Mulliken partial charges, in e, on atoms 1 to 5: 1.6350 0.3652 -0.3794 -0.3243 -0.2200


The following is a quantum chemistry calculation of 3 unconnected molecules or ions with the total composition C12H20B3F7O7, from the Open Molecules 2025 dataset.

Values from the calculation:
total charge	0
lowest unoccupied orbital energy	0.295	eV
largest force on an atom	0.017	hartree/bohr
frontier orbital gap	11.39	eV
SMILES	CC[C@@H](F)B1OBOB(C)O1.CCOC(=O)C(F)(F)F.CCOC(=O)C(F)(F)F

Cartesian coordinates (Å):
C1 1.80544 -4.14431 -0.58618
C2 1.40103 -3.91479 -2.04258
C3 0.73057 -2.56322 -2.26110
F1 0.91574 -2.17101 -3.60578
B1 -0.82397 -2.60416 -1.96262
O1 -1.35234 -1.87468 -0.91183
B2 -2.58271 -2.23478 -0.38573
O2 -3.38549 -3.06931 -1.12270
B3 -2.75163 -3.94329 -1.99708
C4 -3.14769 -5.44379 -2.08846
O3 -1.66455 -3.41868 -2.68241
H1 0.98287 -4.54095 0.01238
H2 2.13655 -3.21715 -0.11363
H3 2.62695 -4.85640 -0.51470
H4 2.27667 -3.94147 -2.69519
H5 0.73524 -4.71384 -2.37863
H6 1.22329 -1.81268 -1.63595
H7 -2.90379 -1.85668 0.69110
H8 -2.77763 -5.93387 -1.18085
H9 -2.69963 -5.94799 -2.94331
H10 -4.22805 -5.59256 -2.09595
C5 1.50213 1.13468 -3.53840
C6 0.82550 2.14014 -2.63964
O4 1.49647 2.21073 -1.35123
C7 2.56468 2.98282 -1.29266
O5 3.04209 3.65158 -2.16042
C8 3.14185 2.95829 0.14469
F2 3.19697 1.71896 0.63720
F3 2.34971 3.68489 0.95402
F4 4.35773 3.47989 0.17431
H11 1.54259 0.15852 -3.05916
H12 0.93641 1.03049 -4.46429
H13 2.51500 1.44912 -3.78696
H14 -0.18945 1.84151 -2.38907
H15 0.80671 3.13754 -3.07596
C9 0.78727 4.31291 4.03902
C10 -0.16435 3.62027 3.09286
O6 -1.01696 2.68318 3.80323
C11 -2.07691 3.19897 4.39693
O7 -2.42412 4.34298 4.41754
C12 -2.89993 2.07288 5.07061
F5 -2.11911 1.21891 5.73617
F6 -3.56617 1.38293 4.13406
F7 -3.78146 2.58421 5.91882
H16 1.38226 3.58141 4.58558
H17 1.46222 4.95054 3.46791
H18 0.24601 4.93274 4.75237
H19 0.36299 3.00379 2.37091
H20 -0.79700 4.33072 2.56273

Forces on atoms 1 to 3 (eV/Å):
-0.032 -0.016 0.084
0.029 -0.022 -0.044
-0.074 0.037 0.006

These are the Mulliken partial charges, in e, on atoms 1 to 5: -1.1130 -0.5433 0.3946 -0.3703 0.2986


The following is a quantum chemistry calculation of 2 unconnected molecules or ions with the total composition C12H20BNO6, from the Open Molecules 2025 dataset.

Values from the calculation:
relative energy (zero: lowest compared OMol25 entry of this formula, charge and spin)	0.00	kJ/mol
total charge	0
lowest unoccupied orbital energy	-0.461	eV
largest force on an atom	0.019	hartree/bohr
frontier orbital gap	8.85	eV
SMILES	O=[N+]([O-])c1ccccc1.CCOB(O)COCCOC

Cartesian coordinates (Å):
C1 -0.16319 5.48386 4.49982
C2 -1.58204 4.98139 4.26510
O1 -1.63328 3.55514 4.28408
B1 -1.48217 2.84487 3.11972
O2 -2.50305 2.83441 2.20314
C3 -0.14206 2.03387 2.84690
O3 -0.42410 0.75440 2.29662
C4 0.56796 -0.21116 2.56208
C5 0.37246 -1.37497 1.61631
O4 0.71592 -1.04294 0.28925
C6 1.93511 -1.57464 -0.19658
H1 0.38990 4.74340 5.07827
H2 0.37210 5.64166 3.56177
H3 -0.16220 6.42021 5.05826
H4 -1.97711 5.33991 3.30938
H5 -2.25144 5.33111 5.05106
H6 -2.25100 2.95656 1.28780
H7 0.46479 1.96022 3.75651
H8 0.46624 2.61115 2.12497
H9 0.47671 -0.56867 3.59832
H10 1.57065 0.21655 2.42804
H11 -0.68040 -1.66945 1.63663
H12 0.95771 -2.22964 1.97527
H13 2.55752 -1.97324 0.60981
H14 1.74550 -2.36610 -0.92441
H15 2.49474 -0.77923 -0.69383
C7 -1.56060 -2.42724 -5.47356
C8 -1.08904 -3.66964 -5.87670
C9 0.06181 -4.19451 -5.31074
C10 0.71493 -3.44942 -4.34642
C11 0.26879 -2.20927 -3.92785
C12 -0.88415 -1.69945 -4.50380
N1 1.93365 -4.00972 -3.72659
O5 2.31009 -5.10045 -4.10039
O6 2.48217 -3.34240 -2.87144
H16 -2.46242 -2.02509 -5.91609
H17 -1.61869 -4.23446 -6.63179
H18 0.45247 -5.15777 -5.60208
H19 0.80991 -1.66599 -3.16773
H20 -1.25419 -0.73327 -4.18913

Forces on atoms 1 to 3 (eV/Å):
0.066 -0.079 -0.053
-0.390 -0.039 0.029
0.438 -0.086 -0.057

These are the Mulliken partial charges, in e, on atoms 1 to 5: -1.0235 -0.2111 -0.6364 0.7107 -0.5058